*one*
Here is the ion C2HN4O2S with charge -1 from the Open Molecules 2025 dataset. Energies are from ωB97M-V/def2-TZVPD.

```
10
Properties=species:S:1:pos:R:3
C -2.50 -0.17 0.13
C 0.29 0.22 0.12
N -1.94 0.74 0.79
N -1.92 -1.16 -0.50
N 1.30 0.97 0.27
N 2.49 0.50 -0.07
O 2.57 -0.63 -0.57
O 3.45 1.25 0.14
S -0.27 -1.13 -0.57
H -3.48 -0.58 0.27
```

Net charge: -1
Multiplicity: 1
LUMO in eV: 3.38

=====

*two*
Here is the ion C2HN4O2S with charge -1 from the Open Molecules 2025 dataset. Energies are from ωB97M-V/def2-TZVPD.

```
10
Properties=species:S:1:pos:R:3
C -2.67 -0.34 -0.49
C 0.50 -0.03 0.06
N -1.56 -0.76 -1.01
N -0.49 -0.58 -0.31
N 1.42 0.18 0.87
N 2.69 0.49 0.49
O 2.92 0.65 -0.70
O 3.51 0.57 1.39
S -2.97 0.40 0.97
H -3.35 -0.57 -1.27
```

Net charge: -1
Multiplicity: 1
LUMO in eV: 3.50

=====

Which of them is the most stable, and which is the least stable? *two* and *one*, in that order.

=====

*one*
Here is a cluster of 3 separate species, C4H14O4 in total from the Open Molecules 2025 dataset. Energies are from ωB97M-V/def2-TZVPD.

```
22
Properties=species:S:1:pos:R:3
O 2.47 1.43 -1.55
C 2.83 0.32 -0.69
C 1.56 -0.43 -0.37
C 0.84 -0.91 -1.61
C -0.66 -0.75 -1.60
O -1.06 0.59 -1.25
H 2.55 2.27 -1.08
H 3.55 -0.24 -1.30
H 3.37 0.73 0.16
H 1.68 -1.25 0.35
H 0.91 0.25 0.13
H 1.00 -1.95 -1.91
H 1.17 -0.41 -2.53
H -1.29 -1.31 -0.91
H -1.11 -0.96 -2.58
H -0.53 1.28 -1.67
O -4.20 -1.97 4.48
H -5.13 -2.25 4.48
H -4.13 -1.17 5.00
O -0.74 1.83 1.40
H -0.56 1.23 2.12
H -1.51 1.44 0.97
```

Multiplicity: 1
SMILES string: OCCCCO.O.O
LUMO in eV: 0.71

=====

*two*
Here is a cluster of 4 separate species, C4H14O4 in total from the Open Molecules 2025 dataset. Energies are from ωB97M-V/def2-TZVPD.

```
22
Properties=species:S:1:pos:R:3
C 0.49 1.46 -0.06
C -0.98 1.44 -0.45
C -1.13 2.03 -1.87
C -1.77 2.20 0.57
O -1.97 1.62 1.62
H 0.95 0.80 -0.80
H 0.99 1.39 0.90
H 0.99 2.45 -0.20
H -1.39 0.43 -0.47
H -0.22 2.19 -2.45
H -1.81 2.88 -1.91
H -1.52 1.28 -2.59
H -2.34 3.13 0.37
O 2.43 -2.22 -1.51
H 2.25 -3.09 -1.13
H 1.65 -1.74 -1.29
O 2.14 -1.93 1.70
H 2.29 -2.67 1.07
H 1.41 -2.23 2.22
O -0.39 -2.66 0.20
H -0.58 -3.02 1.09
H -0.94 -1.88 0.10
```

Multiplicity: 1
SMILES string: CC(C)C=O.O.O.O
LUMO in eV: 0.23

=====

Which of them is the most stable, and which is the least stable? *one* and *two*, in that order.

=====

*one*
Here is a cluster of 5 separate species, C22H53Cl4N3 in total from the Open Molecules 2025 dataset. Energies are from ωB97M-V/def2-TZVPD.

```
82
Properties=species:S:1:pos:R:3
C 2.94 -2.82 2.92
C 2.61 -4.01 3.90
N 2.85 -3.57 5.37
C 1.91 -2.62 5.91
C 0.58 -2.57 5.56
C 2.99 -4.68 6.27
C 3.91 -4.25 7.49
H 2.56 -3.01 1.78
H 4.01 -2.67 2.78
H 2.17 -2.00 2.88
H 3.40 -4.70 3.80
H 1.70 -4.63 3.67
H 2.40 -1.88 5.32
H 2.39 -2.34 6.93
H 0.18 -2.71 4.69
H 0.42 -1.42 5.61
H -0.02 -3.01 6.32
H 3.69 -5.52 5.88
H 2.13 -5.30 6.46
H 4.64 -3.61 7.17
H 4.49 -5.14 7.85
H 3.41 -3.74 8.18
C 1.26 0.01 -8.22
C 1.00 1.21 -7.32
N 0.82 0.84 -5.93
C 1.30 1.66 -4.89
C 1.09 2.95 -5.01
C -0.64 0.53 -5.68
C -0.88 -0.26 -4.38
H 0.30 -0.53 -8.42
H 2.04 -0.53 -7.88
H 1.82 0.34 -9.08
H -0.03 1.84 -7.39
H 1.93 1.79 -7.50
H 2.37 1.67 -5.21
H 1.40 1.20 -3.93
H 1.01 3.53 -5.84
H 1.84 3.50 -4.38
H -0.09 3.25 -4.70
H -0.90 -0.04 -6.43
H -1.25 1.40 -5.88
H -1.89 -0.79 -4.30
H -0.75 0.53 -3.62
H -0.29 -1.06 -4.10
C -3.80 -1.33 -0.75
C -3.13 -0.08 -1.24
N -3.63 1.09 -0.41
C -2.66 2.21 -0.36
C -2.07 2.64 -1.47
C -4.91 1.57 -0.89
C -5.64 2.41 0.20
H -3.31 -1.61 0.24
H -3.63 -2.35 -1.24
H -4.87 -1.04 -0.45
H -3.57 0.08 -2.37
H -2.15 -0.19 -1.40
H -1.86 1.73 0.30
H -2.95 2.95 0.39
H -1.90 2.13 -2.42
H -1.21 3.16 -1.30
H -2.79 3.27 -1.87
H -5.58 0.76 -1.17
H -5.10 2.02 -1.77
H -5.51 1.98 1.12
H -6.76 2.41 -0.03
H -5.20 3.33 0.37
Cl 1.27 1.86 4.52
C -0.23 2.71 4.37
C -0.04 3.90 3.40
Cl 0.25 3.13 1.81
H -0.58 3.23 5.33
H -0.99 2.16 4.05
H 0.73 4.69 3.50
H -0.98 4.36 3.26
Cl 3.73 1.39 0.12
C 2.62 0.12 -0.51
C 1.33 -0.03 0.41
Cl 0.46 -1.53 -0.23
H 3.17 -0.76 -0.53
H 2.22 0.43 -1.41
H 0.60 0.66 0.41
H 1.83 -0.31 1.39
```

Multiplicity: 1
SMILES string: CCN(CC)CC.CCN(CC)CC.CCN(CC)CC.ClCCCl.ClCCCl
LUMO in eV: 0.57

=====

*two*
Here is a cluster of 5 separate species, C22H53Cl4N3 in total from the Open Molecules 2025 dataset. Energies are from ωB97M-V/def2-TZVPD.

```
82
Properties=species:S:1:pos:R:3
C -3.13 -1.13 0.88
C -2.23 -0.26 1.80
N -0.95 -0.93 2.11
C 0.24 -0.14 2.14
C 0.12 0.95 3.02
C -1.04 -1.84 3.27
C 0.14 -2.74 3.34
H -3.63 -1.92 1.47
H -2.66 -1.59 0.04
H -3.82 -0.53 0.50
H -2.63 0.05 2.90
H -2.09 0.72 1.53
H 0.37 0.41 1.20
H 1.21 -0.61 2.11
H -0.90 1.33 3.15
H 0.78 1.83 2.65
H 0.85 0.89 3.91
H -1.89 -2.65 3.28
H -1.11 -1.52 4.22
H 0.04 -3.43 4.12
H 1.05 -2.38 3.49
H 0.17 -3.43 2.46
C 0.10 4.17 -2.08
C 0.18 4.86 -0.68
N -1.05 5.58 -0.24
C -1.28 5.68 1.21
C -0.20 5.80 2.10
C -1.10 6.88 -0.92
C -2.48 7.51 -0.74
H 1.22 3.65 -2.17
H 0.17 4.79 -3.02
H -0.78 3.45 -2.29
H 1.03 5.56 -0.69
H 0.35 4.23 0.16
H -1.60 4.56 1.40
H -2.14 6.04 1.61
H 0.83 5.77 1.89
H -0.49 5.26 2.88
H -0.24 6.93 2.14
H -1.03 6.88 -2.14
H -0.31 7.47 -0.47
H -3.45 6.79 -0.85
H -2.72 8.34 -1.48
H -2.39 8.08 0.04
C -2.09 -4.29 -1.03
C -0.79 -4.41 -0.28
N 0.33 -4.20 -1.28
C 1.64 -3.86 -0.68
C 1.92 -4.48 0.50
C 0.69 -5.35 -2.18
C 1.34 -4.98 -3.47
H -2.14 -3.29 -1.44
H -3.11 -4.30 -0.31
H -2.26 -5.05 -1.87
H -0.67 -5.32 -0.07
H -0.77 -3.69 0.47
H 1.64 -3.05 -0.51
H 2.44 -3.94 -1.43
H 1.10 -4.76 1.25
H 2.78 -4.03 1.18
H 2.31 -5.42 0.28
H -0.36 -5.82 -2.44
H 1.08 -6.07 -1.52
H 1.26 -6.04 -3.93
H 2.36 -4.77 -3.48
H 0.80 -4.02 -3.81
Cl 1.02 0.75 -1.67
C -0.46 -0.17 -1.53
C -0.85 -0.80 -2.93
Cl -1.56 0.47 -3.82
H -1.13 0.32 -1.11
H -0.30 -1.08 -0.91
H -1.52 -1.58 -3.05
H 0.24 -1.17 -3.32
Cl 4.98 0.37 1.01
C 3.89 -0.66 0.05
C 4.26 -0.61 -1.34
Cl 5.73 -1.31 -1.50
H 2.71 -0.27 0.28
H 4.00 -1.67 0.36
H 4.31 0.40 -1.95
H 3.62 -1.21 -1.81
```

Multiplicity: 1
SMILES string: CCN(CC)CC.CCN(CC)CC.CCN(CC)CC.ClCCCl.ClCCCl
LUMO in eV: 0.62

=====

Which of them is the most stable, and which is the least stable? *one* and *two*, in that order.

=====

*one*
Here is an isolated molecule of C6H5N from the Open Molecules 2025 dataset. Energies are from ωB97M-V/def2-TZVPD.

```
12
Properties=species:S:1:pos:R:3
C 0.25 -1.41 0.35
C 1.41 -1.04 -0.32
C -1.67 1.69 -0.25
C -0.66 0.82 -0.02
C -0.75 -0.49 0.52
C 0.59 1.05 -0.74
N 1.52 0.16 -0.86
H 0.16 -2.40 0.76
H 2.27 -1.69 -0.41
H -1.57 2.76 -0.11
H -1.61 -0.71 1.15
H 0.71 1.97 -1.29
```

Multiplicity: 1
LUMO (spin up / spin down) in eV: -1.18 / -0.61

=====

*two*
Here is an isolated molecule of C6H5N from the Open Molecules 2025 dataset. Energies are from ωB97M-V/def2-TZVPD.

```
12
Properties=species:S:1:pos:R:3
C 1.41 -1.38 1.14
C 0.90 -0.66 0.33
C 0.78 0.51 -0.53
N 0.17 1.73 0.00
C -0.54 0.96 -1.02
C -1.50 -0.03 -0.54
C -1.69 -1.04 0.09
H 1.84 -1.93 1.94
H 1.75 0.63 -1.01
H -0.21 1.60 0.94
H -0.71 1.44 -1.98
H -2.06 -1.83 0.72
```

Multiplicity: 1
SMILES string: C#C[C@@H]1N[C@@H]1C#C
LUMO in eV: 1.03

=====

Which of them is the most stable, and which is the least stable? *one* and *two*, in that order.

=====

*one*
Here is a structure of composition C16H17ClHgN5O2S3 from the Open Molecules 2025 dataset. Energies are from ωB97M-V/def2-TZVPD.

```
45
Properties=species:S:1:pos:R:3
Hg 0.60 1.62 0.82
N 4.65 0.45 -1.13
C 3.64 0.00 -0.44
N 2.90 1.01 -0.02
C 3.59 2.12 -0.44
N 4.71 1.83 -1.12
C 3.04 3.46 -0.11
C 3.75 4.60 -0.28
N 3.23 5.84 -0.09
C 1.87 5.78 0.32
C 1.20 4.65 0.55
N 1.78 3.45 0.40
H 5.41 -0.11 -1.51
H 3.46 -1.05 -0.37
H 4.70 4.46 -0.81
H 1.39 6.75 0.36
H 0.13 4.60 0.82
S -0.17 0.21 2.70
C -1.91 0.33 2.38
C -2.69 -0.05 3.47
C -4.08 -0.03 3.47
C -4.73 0.47 2.38
C -3.98 0.87 1.28
C -2.56 0.83 1.29
S -1.79 1.65 -0.16
H -2.20 -0.50 4.36
H -4.61 -0.37 4.34
H -5.83 0.52 2.32
H -4.51 1.26 0.40
C -4.34 -2.24 -0.01
S -4.50 -3.86 -0.81
C -2.84 -3.76 -1.55
H -3.89 -1.55 -0.73
H -3.64 -2.33 0.83
H -5.28 -1.87 0.39
H -2.07 -3.32 -0.94
H -2.89 -3.14 -2.42
H -2.47 -4.78 -1.82
Cl 3.77 -5.84 -3.33
C 2.71 -4.37 -2.95
C 3.33 -3.24 -2.07
O 4.43 -3.44 -1.50
O 2.57 -2.27 -2.04
H 1.85 -4.70 -2.35
H 2.26 -3.91 -3.87
```

Expectation value of S²: 0.765
Net charge: -2
Multiplicity: 2
LUMO (spin up / spin down) in eV: 4.04 / 4.04

=====

*two*
Here is a structure of composition C16H17ClHgN5O2S3 from the Open Molecules 2025 dataset. Energies are from ωB97M-V/def2-TZVPD.

```
45
Properties=species:S:1:pos:R:3
Hg 13.86 2.41 7.75
N 17.71 4.58 7.32
C 16.61 4.96 7.95
N 16.15 4.00 8.69
C 16.99 2.94 8.38
N 18.01 3.26 7.62
C 16.66 1.61 8.90
C 17.57 0.79 9.49
N 17.22 -0.40 10.17
C 15.93 -0.72 10.03
C 15.04 0.01 9.28
N 15.35 1.23 8.82
H 18.10 4.89 6.41
H 16.13 5.90 7.80
H 18.66 1.13 9.64
H 15.60 -1.64 10.39
H 14.06 -0.44 9.10
S 12.16 3.51 9.12
C 10.85 2.46 8.87
C 9.75 2.53 9.80
C 8.66 1.72 9.64
C 8.55 0.85 8.59
C 9.57 0.76 7.66
C 10.73 1.58 7.76
S 12.01 1.20 6.57
H 9.79 3.24 10.63
H 7.86 1.74 10.39
H 7.71 0.22 8.53
H 9.55 0.08 6.78
C 13.15 1.54 11.78
S 12.89 -0.15 12.59
C 11.60 0.40 13.70
H 13.06 2.34 12.55
H 12.39 1.73 11.01
H 14.09 1.43 11.31
H 10.71 0.75 13.11
H 11.96 1.23 14.25
H 11.29 -0.45 14.36
Cl 14.63 6.79 3.37
C 14.19 6.03 4.87
C 15.14 4.82 5.17
O 16.33 4.82 4.73
O 14.63 3.99 5.98
H 13.20 5.62 4.73
H 14.22 6.72 5.73
```

Expectation value of S²: 0.763
Net charge: -2
Multiplicity: 2
LUMO (spin up / spin down) in eV: 4.48 / 4.47

=====

Which of them is the most stable, and which is the least stable? *one* and *two*, in that order.

=====

*one*
Here is a cluster of 2 separate species, C3H9N5 in total from the Open Molecules 2025 dataset. Energies are from ωB97M-V/def2-TZVPD.

```
17
Properties=species:S:1:pos:R:3
C -0.12 2.01 -0.59
C 0.82 -0.44 1.44
C -0.34 -1.17 -0.62
N -0.02 1.71 0.70
N -0.37 1.19 -1.57
N 0.84 -0.82 0.04
N 0.10 0.89 1.59
N -0.85 -0.09 -1.50
H 0.09 2.97 -0.74
H 0.22 -1.13 2.03
H 1.97 -0.41 1.73
H -0.12 -2.01 -1.18
H -1.09 -1.41 0.02
H -0.44 1.71 -2.42
H 1.47 -0.23 -0.48
H -0.77 1.64 3.05
H -1.20 -0.30 -2.42
```

Net charge: +2
Multiplicity: 1
LUMO (spin up / spin down) in eV: -11.55 / -11.35

=====

*two*
Here is the ion C3H9N5 with charge +2 from the Open Molecules 2025 dataset. Energies are from ωB97M-V/def2-TZVPD.

```
17
Properties=species:S:1:pos:R:3
N 2.12 -1.74 0.60
C 0.89 -0.91 0.70
N -0.07 -1.46 -0.33
C -1.00 -0.68 -0.69
N -1.05 0.73 -0.06
N -2.00 1.64 -0.54
C 0.23 1.18 0.12
N 1.23 0.48 0.46
H 2.77 -1.12 0.18
H 2.12 -2.62 -0.08
H 2.46 -2.05 1.48
H 0.38 -0.87 1.62
H -1.64 -0.67 -1.51
H -2.99 1.32 -0.53
H -1.88 2.08 -1.56
H -2.01 2.42 0.05
H 0.42 2.26 0.07
```

Net charge: +2
Multiplicity: 1
SMILES string: [NH3+]C1N=CN([NH3+])C=N1
LUMO in eV: -7.68

=====

Which of them is the most stable, and which is the least stable? *two* and *one*, in that order.

=====

*one*
Here is a cluster of 2 separate species, C3H7Br2OP in total from the Open Molecules 2025 dataset. Energies are from ωB97M-V/def2-TZVPD.

```
14
Properties=species:S:1:pos:R:3
C 2.11 1.69 0.15
C -2.56 -1.99 1.29
C 0.13 0.15 -1.34
O 0.14 0.33 1.41
P 0.31 1.15 0.18
Br -4.09 -1.48 0.34
Br 1.47 -1.31 -1.56
H 2.27 1.71 -0.95
H 2.32 2.54 0.71
H 2.69 0.98 0.64
H -2.39 -2.95 1.00
H -1.82 -1.22 1.72
H 0.17 0.84 -2.21
H -0.77 -0.42 -1.39
```

Multiplicity: 1
LUMO (spin up / spin down) in eV: 0.01 / -1.98

=====

*two*
Here is an isolated molecule of C3H7Br2OP from the Open Molecules 2025 dataset. Energies are from ωB97M-V/def2-TZVPD.

```
14
Properties=species:S:1:pos:R:3
C 0.68 1.24 0.12
C 0.23 -0.20 0.32
C 0.89 -1.24 -0.61
P -1.58 -0.22 0.19
O -2.20 -1.54 0.14
Br -2.25 0.79 -1.57
Br -2.03 1.08 1.92
H 0.62 1.72 -0.94
H 0.09 2.00 0.64
H 1.82 1.36 0.52
H 0.39 -0.62 1.38
H 1.90 -1.21 -0.31
H 0.82 -0.90 -1.60
H 0.61 -2.25 -0.20
```

Multiplicity: 1
SMILES string: CC(C)P(=O)(Br)Br
LUMO in eV: 0.18

=====

Which of them is the most stable, and which is the least stable? *two* and *one*, in that order.

=====

*one*
Here is the ion C2H2ClO2S with charge -1 from the Open Molecules 2025 dataset. Energies are from ωB97M-V/def2-TZVPD.

```
8
Properties=species:S:1:pos:R:3
C -1.22 0.02 -0.29
C 0.94 -0.73 0.98
O 0.99 0.79 -1.36
O 0.16 1.94 0.74
S 0.37 0.72 -0.04
Cl 1.80 -1.80 -0.04
H -1.23 -1.12 -0.51
H -1.80 0.17 0.52
```

Net charge: -1
Multiplicity: 1
LUMO (spin up / spin down) in eV: 3.38 / 3.54

=====

*two*
Here is a cluster of 2 separate species, C2H2ClO2S in total from the Open Molecules 2025 dataset. Energies are from ωB97M-V/def2-TZVPD.

```
8
Properties=species:S:1:pos:R:3
C 0.04 0.53 1.37
C -0.51 0.16 2.51
O -0.94 -0.08 3.59
O -1.19 -0.79 -3.60
S 0.27 -0.66 -3.81
Cl 1.26 -0.46 -1.91
H 1.14 0.84 1.52
H -0.08 0.47 0.34
```

Net charge: -1
Multiplicity: 1
LUMO in eV: 3.09

=====

Which of them is the most stable, and which is the least stable? *two* and *one*, in that order.